(1)
# C2H6NS3

2 unconnected molecules or ions with the total composition C2H6NS3 (ωB97M-V with the def2-TZVPD basis set, the Open Molecules 2025 dataset).

```
12
Properties=species:S:1:pos:R:3
S -2.1981 -0.8120 0.3927
S -3.2593 -0.8402 -1.4283
S 1.5307 -0.5404 2.4763
N 0.3088 -0.0387 -0.2381
C -1.6183 -0.1196 -1.9918
C -0.9506 -0.2227 -0.6663
H 0.8205 -0.0597 0.6455
H 1.0030 0.5310 2.8582
H 2.1514 -1.0078 3.5698
H 0.9636 0.3748 -0.9618
H -1.9674 0.8526 -2.3633
H -0.9640 -0.6873 -2.7869
```

Properties
LUMO	-4.872	eV
calculated total energy	-1328.8083	Eh
maximum force	4.58	eV/Å
frontier orbital gap	8.49	eV
energy relative to the best compared isomer or geometry (same formula, charge and spin)	0.934	eV
total charge	+1
highest occupied orbital energy	-13.4	eV

Löwdin population analysis, charges in e, atoms 1 to 4: number 1, S, carries 0.7585; number 2, S, carries 0.6075; number 3, S, carries 0.6382; number 4, N, carries 0.1225

***

(2)
# C2H6O2

C2H6O2 in the gas phase (ωB97M-V with the def2-TZVPD basis set, the Open Molecules 2025 dataset).

```
10
Properties=species:S:1:pos:R:3
O 1.4073 -0.5680 -0.1681
O -1.3398 -0.6153 0.0435
C 0.7262 0.5750 0.2671
C -0.6994 0.6219 -0.2645
H 0.7441 -1.2846 -0.1372
H 0.6917 0.5618 1.3702
H -1.4941 -0.6196 0.9939
H -1.2515 1.4651 0.1578
H 1.3197 1.4361 -0.0377
H -0.7112 0.7257 -1.3663
```

Properties
LUMO	0.843	eV
calculated total energy	-230.2603	Eh
SMILES string	OCCO
maximum force	0.90	eV/Å
frontier orbital gap	11.04	eV
energy relative to the best compared isomer or geometry (same formula, charge and spin)	0.553	eV
total charge	0
highest occupied orbital energy	-10.2	eV

Löwdin population analysis, charges in e, atoms 1 to 4: number 1, O, carries -0.0673; number 2, O, carries -0.0757; number 3, C, carries -0.2770; number 4, C, carries -0.2391

***

(3)
# C2H6O2

2 unconnected molecules or ions with the total composition C2H6O2 (ωB97M-V with the def2-TZVPD basis set, the Open Molecules 2025 dataset).

```
10
Properties=species:S:1:pos:R:3
O 1.6868 0.9558 -0.4174
O 1.0295 0.5046 1.6375
C 1.3222 0.0052 0.4185
C -0.9528 -0.4929 -0.8883
H -0.7708 0.5497 -1.1529
H -0.8534 -1.2177 -1.6751
H 1.7672 -0.9598 0.3798
H 1.8187 1.6981 0.1543
H -1.5441 -0.5414 -0.0066
H 0.6410 -0.1594 2.1456
```

Properties
LUMO (spin up / spin down)	0.722 / 0.725	eV
calculated total energy	-230.1319	Eh
maximum force	2.59	eV/Å
frontier orbital gap (spin up / spin down)	7.61 / 8.54	eV
energy relative to the best compared isomer or geometry (same formula, charge and spin)	4.047	eV
total charge	0
highest occupied orbital energy (spin up / spin down)	-6.9 / -7.8	eV

Löwdin population analysis, charges in e, atoms 1 to 4: number 1, O, carries 0.0477; number 2, O, carries 0.0548; number 3, C, carries -0.3365; number 4, C, carries 0.0323

***

(4)
# C2H6O2P

2 unconnected molecules or ions with the total composition C2H6O2P (ωB97M-V with the def2-TZVPD basis set, the Open Molecules 2025 dataset).

```
11
Properties=species:S:1:pos:R:3
P -0.1995 0.4330 0.3055
O 2.0659 0.4867 1.5831
O -0.5299 1.8563 -0.0566
C 0.2923 -0.3885 -1.2993
C -1.5087 -0.4705 0.9252
H 2.4260 0.8641 0.8133
H -0.6635 -0.1919 -1.8729
H 0.5308 -1.4085 -1.1663
H 1.1062 0.1229 -1.8202
H -1.3858 -1.5550 1.1071
H -2.1338 0.2515 1.4810
```

Properties
LUMO (spin up / spin down)	3.957 / 3.957	eV
calculated total energy	-571.6071	Eh
maximum force	2.82	eV/Å
frontier orbital gap (spin up / spin down)	7.56 / 7.55	eV
energy relative to the best compared isomer or geometry (same formula, charge and spin)	3.392	eV
total charge	-1
highest occupied orbital energy (spin up / spin down)	-3.6 / -3.6	eV

Löwdin population analysis, charges in e, atoms 1 to 4: number 1, P, carries 0.6109; number 2, O, carries -0.4712; number 3, O, carries -0.4664; number 4, C, carries -0.2284

***

(5)
# C2H6O2P

A gas-phase ion, C2H6O2P (charge +1) (ωB97M-V with the def2-TZVPD basis set, the Open Molecules 2025 dataset).

```
11
Properties=species:S:1:pos:R:3
P -0.0389 -0.0446 1.0168
O 1.1470 -0.1079 0.0391
O -1.1254 0.1241 -0.0940
C 2.5432 0.0749 -0.1008
C -2.5347 -0.0219 0.0035
H 2.9500 -0.2642 0.7957
H -2.8054 0.6565 -0.8637
H 2.7280 1.1254 -0.6120
H 2.7299 -0.6444 -0.8594
H -2.8174 0.2056 0.9889
H -2.7762 -1.1035 -0.3139
```

Properties
LUMO	-6.163	eV
calculated total energy	-571.3333	Eh
maximum force	3.64	eV/Å
frontier orbital gap	10.28	eV
energy relative to the best compared isomer or geometry (same formula, charge and spin)	0.394	eV
total charge	+1
highest occupied orbital energy	-16.4	eV

Löwdin population analysis, charges in e, atoms 1 to 4: number 1, P, carries 1.1651; number 2, O, carries -0.3632; number 3, O, carries -0.3655; number 4, C, carries -0.0360

***

(6)
# C2H6O2P3

A molecular structure, C2H6O2P3 (ωB97M-V with the def2-TZVPD basis set, the Open Molecules 2025 dataset).

```
13
Properties=species:S:1:pos:R:3
P -2.0238 -1.0270 0.3285
P -0.3962 -0.1254 -1.8404
P -1.1284 1.7533 0.2250
O 2.5732 0.8189 -0.0585
O 2.2823 -1.2375 0.9090
C -0.5549 0.0245 -0.0078
C 2.3722 -0.2094 0.4087
H -1.1667 1.6807 1.6246
H 0.7914 0.6061 -1.9508
H 0.2846 -1.3543 -1.8051
H -1.8878 -0.9952 1.7225
H -1.3132 -2.2334 0.2182
H 0.1673 2.2985 0.2262
```

Properties
LUMO	3.477	eV
calculated total energy	-1254.3118	Eh
maximum force	1.66	eV/Å
frontier orbital gap	5.51	eV
energy relative to the best compared isomer or geometry (same formula, charge and spin)	0.581	eV
total charge	-1
highest occupied orbital energy	-2.0	eV

Löwdin population analysis, charges in e, atoms 1 to 4: number 1, P, carries 0.4888; number 2, P, carries 0.4994; number 3, P, carries 0.4986; number 4, O, carries 0.1470

***

(7)
# C2H6O2PS

A gas-phase ion, C2H6O2PS (charge -1) (ωB97M-V with the def2-TZVPD basis set, the Open Molecules 2025 dataset).

```
12
Properties=species:S:1:pos:R:3
S -2.5672 1.1720 0.5003
P -0.7514 0.3251 0.6174
O -0.5008 -0.3433 -0.9455
O -0.3841 -0.7192 1.6418
C 0.7121 1.5334 0.4474
C 0.0642 -1.6049 -0.9136
H 0.9677 2.2003 1.2684
H 1.1290 -1.6976 -0.7859
H -0.2766 -2.0597 0.0184
H 0.2591 2.3208 -0.1969
H -0.2582 -2.0909 -1.7824
H 1.6061 0.9640 0.1305
```

Properties
LUMO	3.904	eV
calculated total energy	-969.9436	Eh
SMILES string	CO[P@](C)([O-])=S
maximum force	1.96	eV/Å
frontier orbital gap	7.95	eV
energy relative to the best compared isomer or geometry (same formula, charge and spin)	0.500	eV
total charge	-1
highest occupied orbital energy	-4.0	eV

Löwdin population analysis, charges in e, atoms 1 to 4: number 1, S, carries 0.0089; number 2, P, carries 0.0605; number 3, O, carries -0.3939; number 4, O, carries -0.4676

***

(8)
# C2H6O2S

2 unconnected molecules or ions with the total composition C2H6O2S (ωB97M-V with the def2-TZVPD basis set, the Open Molecules 2025 dataset).

```
11
Properties=species:S:1:pos:R:3
S -2.7177 3.4928 -0.6223
O 5.3809 -4.5072 0.6895
O 4.0674 -2.7156 0.4788
C -4.2879 2.9508 0.1337
C 4.8113 -3.4906 -0.0319
H -3.2477 4.3992 -1.5016
H 4.7903 -5.1929 1.0634
H 5.1923 -3.4019 -1.0473
H -4.3331 2.8103 1.2133
H -5.0597 3.6740 -0.1170
H -4.5962 1.9811 -0.2586
```

Properties
LUMO	0.797	eV
calculated total energy	-628.4399	Eh
SMILES string	O=CO.CS
maximum force	1.58	eV/Å
frontier orbital gap	9.85	eV
energy relative to the best compared isomer or geometry (same formula, charge and spin)	0.800	eV
total charge	0
highest occupied orbital energy	-9.1	eV

Löwdin population analysis, charges in e, atoms 1 to 4: number 1, S, carries 0.5944; number 2, O, carries 0.0246; number 3, O, carries 0.0900; number 4, C, carries -0.5070

***

(9)
# C2H6O2S

2 unconnected molecules or ions with the total composition C2H6O2S (ωB97M-V with the def2-TZVPD basis set, the Open Molecules 2025 dataset).

```
11
Properties=species:S:1:pos:R:3
S -3.2112 -3.0575 -0.0190
O 2.9762 5.1919 1.3715
O 5.1887 4.9433 1.5633
C 3.8777 4.4667 1.6214
C -3.6164 -3.8642 -1.6069
H -2.7195 -3.9080 -2.2287
H 5.1330 5.3739 0.6944
H -4.4303 -3.4192 -2.1837
H -3.9508 -4.8784 -1.4005
H -2.9479 -4.2246 0.5394
H 3.7006 3.3761 1.6485
```

Properties
LUMO	0.821	eV
calculated total energy	-628.4366	Eh
SMILES string	O=CO.CS
maximum force	1.66	eV/Å
frontier orbital gap	9.95	eV
energy relative to the best compared isomer or geometry (same formula, charge and spin)	0.890	eV
total charge	0
highest occupied orbital energy	-9.1	eV

Löwdin population analysis, charges in e, atoms 1 to 4: number 1, S, carries 0.6109; number 2, O, carries 0.0871; number 3, O, carries 0.0229; number 4, C, carries -0.3561

***

(10)
# C2H6O2S2

2 unconnected molecules or ions with the total composition C2H6O2S2 (ωB97M-V with the def2-TZVPD basis set, the Open Molecules 2025 dataset).

```
12
Properties=species:S:1:pos:R:3
S 1.6162 0.2594 -1.0437
S -1.7761 0.3610 -1.8451
O 0.2546 -1.4449 0.3364
O 0.1893 -2.1278 -0.8586
C 0.8803 -0.2894 0.3538
C 0.5822 0.4608 1.6127
H -1.2233 1.1352 -0.8272
H 0.5426 -1.3289 -1.4366
H 1.2892 0.1363 2.4034
H -0.3133 0.1243 2.1281
H 0.5863 1.4744 1.3899
H -2.6281 1.2396 -2.2131
```

Properties
LUMO	0.126	eV
calculated total energy	-1026.5250	Eh
SMILES string	CC(=S)OO.S
maximum force	3.00	eV/Å
frontier orbital gap	9.65	eV
energy relative to the best compared isomer or geometry (same formula, charge and spin)	3.745	eV
total charge	0
highest occupied orbital energy	-9.5	eV

Löwdin population analysis, charges in e, atoms 1 to 4: number 1, S, carries 0.7357; number 2, S, carries 0.5291; number 3, O, carries -0.1261; number 4, O, carries -0.0628

***

Which value of energy relative to the best compared isomer or geometry (same formula, charge and spin) does entry 8 give?
0.800 eV